Entry from the Open Molecules 2025 dataset: C8H16IN3O2 as an isolated structure (ωB97M-V/def2-TZVPD).

Last column: Mulliken charge in e.
Element x y z (Å)
H (2.51, -2.63, 1.32)  0.306
H (3.61, 0.78, 1.26)  0.311
N (1.72, 1.45, 0.53)  -0.242
N (-3.34, 0.14, -0.93)  -0.278
C (-0.34, 1.14, -1.01)  0.535
H (3.84, -1.37, -0.12)  0.439
H (-3.47, 0.29, -1.94)  0.361
C (-2.42, 0.81, -0.04)  -0.180
H (-4.97, -1.48, -0.48)  0.355
C (1.05, 1.89, -0.73)  -0.752
H (0.91, -1.71, 0.79)  0.142
H (-0.63, 1.06, -2.12)  0.235
H (1.08, 0.97, 1.18)  0.230
C (2.79, -0.86, -0.06)  0.301
C (2.00, -1.61, 1.15)  -0.927
O (-1.48, 1.84, -0.34)  -0.310
H (-4.06, -1.22, 2.28)  0.363
N (-2.61, 0.32, 1.30)  0.127
H (-2.04, 0.68, 2.07)  0.259
H (2.49, -1.89, -1.76)  0.302
H (-0.31, 0.09, -0.53)  -0.466
C (-3.67, -0.69, 1.36)  -0.311
H (1.74, 1.66, -1.63)  0.282
C (2.98, 0.70, 0.30)  -0.941
C (-4.13, -0.80, -0.12)  -0.018
O (2.09, -1.10, -1.31)  -0.510
H (3.56, 1.21, -0.56)  0.346
H (0.93, 3.03, -0.66)  0.303
I (-1.89, -1.71, -1.30)  -0.491
H (2.03, -0.97, 2.11)  0.232

Computed properties:
Calculated total energy, a.u.: -926.6202
HOMO, eV: -6.09
Multiplicity: 1
Energy above the lowest of the compared OMol25 structures with the same formula, charge and spin, eV: 0.0000
F_max, eV/Å: 7.6



Entry from the Open Molecules 2025 dataset: a 3-piece molecular cluster, C17H17BN3O8P overall (ωB97M-V/def2-TZVPD).

Last column: Mulliken charge in e.
Element x y z (Å)
C (3.73, -5.01, -2.98)  0.053
N (-2.99, -3.61, -0.29)  -0.599
H (-0.48, 4.25, 1.34)  0.480
H (-4.31, 0.76, 2.20)  0.332
C (-0.82, 7.30, 2.80)  -0.361
O (2.83, -6.84, -4.08)  -0.583
H (6.50, -3.78, -4.54)  0.361
H (-4.83, -0.63, 0.25)  0.302
H (-2.83, -4.35, -1.03)  0.211
C (-3.30, 1.05, 1.69)  -0.743
H (0.81, 5.89, 2.67)  0.381
H (-0.25, 8.02, 3.38)  0.365
O (1.81, -6.10, -2.29)  -0.588
C (-1.38, -0.77, 0.74)  0.374
O (1.18, -0.47, 0.83)  -0.223
H (-2.60, 8.52, 2.78)  0.364
C (4.61, -3.10, -1.79)  -0.404
H (-2.42, 1.22, 2.45)  0.186
C (-0.95, 5.18, 1.64)  -0.162
H (-0.95, -4.87, 0.42)  0.103
H (-2.43, -4.07, 2.16)  0.123
H (-3.91, 6.90, 1.44)  0.432
C (4.76, -4.90, -3.93)  -0.368
C (-0.10, 0.25, 0.78)  0.237
H (6.37, -2.19, -2.64)  0.363
N (-3.04, 4.51, 0.48)  1.054
C (-2.15, 7.58, 2.46)  -0.447
C (3.66, -4.12, -1.90)  -0.377
P (-1.83, -3.77, 0.86)  0.217
C (0.82, -1.92, 0.93)  0.524
C (-0.23, 6.10, 2.40)  -0.524
C (5.63, -2.99, -2.73)  -0.400
C (5.71, -3.88, -3.80)  -0.387
C (-2.28, 5.47, 1.29)  -0.002
O (-4.20, 4.82, 0.16)  -0.589
O (-0.24, 1.60, 0.83)  -0.443
O (1.66, -2.98, 1.03)  -0.537
C (-0.82, -2.14, 0.84)  -0.106
H (4.56, -2.40, -0.95)  0.407
H (4.83, -5.59, -4.77)  0.418
N (2.72, -6.06, -3.13)  0.970
H (-3.46, 2.00, 0.99)  0.231
O (-3.97, -0.64, -0.30)  -0.477
C (-2.88, 6.67, 1.70)  -0.375
H (2.87, -4.19, -1.16)  0.530
B (-2.92, -0.19, 0.64)  0.283
O (-2.48, 3.46, 0.16)  -0.603

Computed properties:
Calculated total energy, a.u.: -1790.0325
HOMO, eV: -8.83
Multiplicity: 1
Structure (SMILES): CB(O)C1=C([PH2]=N)C(=O)OC1=O.O=[N+]([O-])c1ccccc1.O=[N+]([O-])c1ccccc1
F_max, eV/Å: 9.6



Entry from the Open Molecules 2025 dataset: a 2-piece molecular cluster, CH5S2 overall (ωB97M-V/def2-TZVPD).

Last column: Mulliken charge in e.
Element x y z (Å)
S (-1.28, -0.18, 0.83)  -0.234
S (2.91, -0.04, 1.13)  -0.863
H (0.00, -0.38, 1.05)  0.110
H (-1.00, -1.13, -1.33)  0.215
H (-1.86, 0.64, -1.44)  0.223
H (-0.05, 0.47, -1.25)  0.259
H (2.30, 0.65, 2.06)  -0.068
C (-1.02, -0.03, -1.05)  -0.643

Computed properties:
Net charge: -1
Calculated total energy, a.u.: -837.4877
HOMO, eV: -2.65
Multiplicity: 1
Energy above the lowest of the compared OMol25 structures with the same formula, charge and spin, eV: 0.4087
F_max, eV/Å: 1.8



Entry from the Open Molecules 2025 dataset: a 8-piece molecular cluster, C25H71N11O9 overall (ωB97M-V/def2-TZVPD).

Last column: Mulliken charge in e.
Element x y z (Å)
H (-2.41, 4.75, 5.44)  0.247
H (4.07, -0.81, -9.25)  0.260
C (3.36, -4.02, 0.97)  -0.773
O (2.12, -4.24, 1.49)  -0.332
H (-4.70, 1.86, 0.57)  0.318
H (6.10, 2.39, 6.28)  0.284
H (1.90, -3.92, 5.63)  0.245
H (3.17, 4.02, -6.88)  0.315
O (6.69, 4.20, -1.31)  -0.594
H (8.51, 3.60, 5.51)  0.316
H (5.90, 0.52, -6.71)  0.375
C (6.66, 3.08, 5.64)  0.609
C (-2.05, 1.24, -0.44)  -0.839
H (-5.93, -7.51, -4.25)  0.293
H (-7.04, -7.77, -0.87)  0.322
N (5.66, 5.22, -2.89)  -0.428
N (-6.69, -7.86, -3.69)  -0.740
N (-3.11, 4.03, 5.37)  -0.395
C (6.26, 2.95, 4.16)  -0.733
C (0.16, -2.84, 5.83)  -0.887
H (-1.94, 2.27, -0.10)  0.350
C (3.88, 2.60, 4.50)  -0.709
H (3.53, -2.94, 1.05)  0.336
H (6.90, 3.44, 3.42)  0.346
H (-3.48, -5.15, 5.08)  0.355
H (-0.05, -1.78, 5.70)  0.289
O (-4.37, 5.29, 6.71)  -0.605
H (-7.68, -6.18, -3.44)  0.233
H (8.32, 2.87, 6.79)  0.263
H (2.95, -3.39, 3.22)  0.399
C (-1.13, -3.72, 5.79)  -0.532
H (0.14, 2.09, -1.84)  0.321
H (-1.78, 0.45, 1.88)  0.253
H (3.97, 1.54, 4.25)  0.321
H (-6.12, 3.54, 6.01)  0.212
C (-4.21, 4.33, 6.02)  0.615
H (-2.87, -0.64, -0.07)  0.249
H (3.76, 2.74, 5.57)  0.270
H (3.54, 1.57, -8.95)  0.345
H (-4.71, 3.83, -4.25)  0.218
H (2.65, -5.13, 3.21)  0.232
H (-3.32, 3.49, 4.54)  0.168
N (8.02, 2.77, 5.83)  -0.814
H (-5.07, 0.16, 0.73)  0.326
H (-6.22, -8.63, -3.23)  0.265
O (-5.63, 5.90, -3.48)  -0.626
H (-7.72, -6.15, -0.96)  0.356
N (-5.55, 4.08, -4.76)  -0.401
H (0.63, -4.95, 4.14)  0.173
N (4.87, 5.37, -0.94)  -0.391
H (7.01, 4.61, 7.10)  0.458
C (6.56, 4.50, 6.11)  -1.535
O (-5.08, -5.39, -3.80)  -0.345
H (5.50, 4.72, 6.24)  0.314
H (4.66, 4.84, -0.11)  0.197
H (6.34, 4.88, -3.55)  0.210
H (3.30, -4.18, -0.10)  0.283
H (7.03, 5.24, 5.47)  0.387
H (4.58, 2.19, -7.72)  0.302
C (-3.01, 0.38, 0.31)  0.587
O (-1.86, -3.79, 4.60)  -0.250
H (-7.56, 6.33, -5.03)  0.254
H (0.26, -3.45, 3.22)  0.369
N (-2.78, 0.48, 1.75)  -0.638
C (3.73, 1.53, -7.87)  -0.692
H (-5.61, -5.20, -1.78)  0.498
H (2.18, 3.92, -8.21)  0.316
H (4.18, 6.09, -1.08)  0.199
O (2.56, 2.01, -7.26)  -0.295
H (6.30, 1.88, 3.93)  0.326
N (-7.24, 5.37, -4.94)  -0.396
C (-5.57, -5.97, -2.54)  -0.769
H (0.13, 0.41, -2.47)  0.277
H (-3.16, -4.99, 3.39)  0.283
C (4.14, 0.12, -7.42)  0.677
C (-6.90, -6.68, -2.86)  0.471
H (4.25, -4.58, 1.26)  0.291
H (-4.87, 0.91, -0.88)  0.378
C (2.22, -4.16, 2.97)  -0.739
C (-6.09, 5.22, -4.36)  0.575
O (4.90, 3.42, 3.94)  -0.344
H (4.79, 5.70, -3.11)  0.158
O (-0.73, 0.73, -0.46)  -0.299
H (-4.00, -3.71, -4.52)  0.282
C (5.83, 4.90, -1.64)  0.648
C (-7.62, -7.09, -1.50)  -1.350
C (2.35, 3.41, -7.26)  -0.783
H (0.48, -2.78, 6.87)  0.421
H (-3.03, -0.36, 2.26)  0.213
N (4.69, -0.73, -8.45)  -0.764
H (-2.13, -5.85, 4.39)  0.327
C (-4.49, 0.88, 0.14)  -1.358
N (1.27, -3.34, 5.10)  -0.265
H (-4.90, 2.78, 4.95)  0.143
H (4.64, 0.83, -5.46)  0.300
H (-3.33, -4.54, -3.19)  0.295
H (3.16, -0.24, -7.11)  0.204
C (0.15, 1.03, -1.58)  -0.765
H (4.68, -1.68, -8.11)  0.260
H (-4.87, -3.57, -3.06)  0.285
H (3.10, 3.11, 3.94)  0.240
H (-7.36, 4.79, -5.76)  0.205
H (-4.78, -6.69, -2.30)  0.256
C (4.99, 0.14, -6.24)  -1.469
H (1.56, 3.58, -6.53)  0.281
C (1.00, -3.98, 3.82)  -0.153
H (-2.42, 1.33, -1.46)  0.369
N (-5.22, 3.52, 5.55)  -0.392
H (5.22, -0.81, -5.76)  0.367
H (-8.55, -7.62, -1.74)  0.386
C (-4.29, -4.29, -3.64)  -0.737
H (-0.86, -4.73, 6.09)  0.384
C (-2.69, -4.91, 4.37)  -0.860
H (-6.01, 3.38, -5.34)  0.172
H (1.11, 0.86, -1.09)  0.265
H (-1.79, -3.25, 6.52)  0.404

Computed properties:
Calculated total energy, a.u.: -2274.3537
HOMO, eV: -8.66
Multiplicity: 1
Energy above the lowest of the compared OMol25 structures with the same formula, charge and spin, eV: 4.8767
Structure (SMILES): COC[C@H](C)N.COC[C@H](C)N.COC[C@H](C)N.COC[C@H](C)N.COCCNCCOC.NC(N)=O.NC(N)=O.NC(N)=O
F_max, eV/Å: 8.2



Entry from the Open Molecules 2025 dataset: a 3-piece molecular cluster, C14H21BNO10 overall (ωB97M-V/def2-TZVPD).

Last column: Mulliken charge in e.
Element x y z (Å)
C (0.36, -1.49, 2.51)  0.507
H (-1.25, -2.84, 0.53)  0.286
O (-2.39, 5.41, 2.62)  -0.335
H (0.30, 1.03, -6.28)  0.311
H (-1.60, 1.39, 4.12)  0.344
H (-2.48, 3.94, 1.14)  0.311
C (-0.75, 1.12, -5.96)  -0.516
H (-2.11, 0.25, -4.52)  0.236
H (3.25, -3.30, 3.26)  0.262
H (3.72, -4.81, 2.44)  0.347
H (-3.35, 2.92, 3.16)  0.249
C (-1.95, 4.16, 2.07)  -0.485
N (2.20, -2.23, 0.63)  0.131
C (2.83, -0.89, 0.78)  -1.051
H (-1.68, 1.30, 2.35)  0.427
C (-0.23, -3.26, 0.50)  -0.466
C (3.06, -3.29, 1.04)  0.532
H (-1.40, 0.80, -6.77)  0.307
H (-0.70, -1.66, -5.19)  0.382
O (0.12, -2.61, -1.80)  -0.483
H (-0.88, 4.23, 1.87)  0.316
C (-1.03, 0.40, -4.67)  0.544
C (-2.29, 3.19, 3.17)  0.662
O (-2.07, 4.01, 4.34)  -0.362
C (-2.31, 5.29, 3.98)  0.635
H (3.70, -0.87, 0.07)  0.340
H (-0.14, -4.25, 1.01)  0.233
H (2.13, -0.13, 0.40)  0.373
H (0.74, -4.41, -1.25)  0.329
O (0.93, -1.55, 3.64)  -0.707
O (3.90, -3.67, 0.26)  -0.599
H (-0.38, 2.19, 3.15)  0.265
C (0.23, -3.46, -0.96)  0.015
C (-0.30, -0.91, -4.51)  -1.226
O (-0.65, -0.76, 2.36)  -0.678
C (-1.44, 1.95, 3.19)  -1.465
O (-2.43, 6.20, 4.74)  -0.561
H (-0.39, -1.28, -3.49)  0.228
O (-0.60, 1.37, -3.70)  -0.281
O (-0.70, 3.62, -3.69)  -0.538
C (-0.76, 2.59, -4.27)  0.610
B (0.85, -2.30, 1.23)  -0.120
H (2.00, -4.43, 2.59)  0.270
O (-1.00, 2.48, -5.61)  -0.332
C (3.00, -3.96, 2.42)  -0.873
H (0.76, -0.79, -4.71)  0.338
H (3.20, -0.67, 1.80)  0.290

Computed properties:
Net charge: -1
Calculated total energy, a.u.: -1378.1877
HOMO, eV: -4.86
Multiplicity: 1
Energy above the lowest of the compared OMol25 structures with the same formula, charge and spin, eV: 0.8811
F_max, eV/Å: 2.0



Entry from the Open Molecules 2025 dataset: one molecule with the formula BrNO3 (ωB97M-V/def2-TZVPD).

Last column: Mulliken charge in e.
Element x y z (Å)
O (0.12, -0.34, -0.08)  -0.400
O (1.87, 1.05, -0.22)  -0.431
N (1.26, 0.08, -0.01)  0.784
Br (-2.00, 0.43, -0.12)  0.510
O (-2.57, -1.06, -0.12)  -0.464

Computed properties:
Calculated total energy, a.u.: -2854.1960
HOMO (spin up / spin down), eV: -9.08 / -9.08
Multiplicity: 1
Energy above the lowest of the compared OMol25 structures with the same formula, charge and spin, eV: 2.7771
F_max, eV/Å: 3.4